[1]
{"formula": "C27H61BGaN2O5", "method": "ωB97M-V with the def2-TZVPD basis set", "charge": -1, "homo_lumo_gap_ev": 6.242, "elements": ["C", "C", "C", "C", "C", "Ga", "C", "C", "C", "C", "N", "B", "O", "N", "C", "C", "H", "H", "H", "H", "H", "H", "H", "H", "H", "H", "H", "H", "H", "H", "H", "H", "H", "H", "H", "H", "H", "H", "H", "H", "H", "H", "H", "H", "H", "C", "C", "C", "O", "C", "H", "H", "H", "H", "H", "H", "H", "H", "C", "C", "C", "O", "C", "H", "H", "H", "H", "H", "H", "H", "H", "C", "C", "C", "O", "C", "H", "H", "H", "H", "H", "H", "H", "H", "C", "C", "C", "O", "C", "H", "H", "H", "H", "H", "H", "H", "H"], "positions_angstrom": [[2.628, -3.026, 2.236], [1.378, -2.205, 1.940], [1.191, -1.781, 0.476], [0.407, -0.463, 0.360], [-0.570, -0.424, -0.831], [1.660, 1.177, 0.382], [0.721, 2.647, 1.477], [0.167, 2.249, 2.856], [-1.207, 2.848, 3.229], [-2.342, 1.827, 3.301], [-2.493, 0.997, 2.102], [3.660, 0.671, 1.007], [4.507, -0.086, 0.150], [4.293, 1.153, 2.238], [5.735, 1.012, 2.427], [3.528, 0.844, 3.436], [2.609, -3.974, 1.687], [2.704, -3.260, 3.300], [3.530, -2.491, 1.925], [1.380, -1.310, 2.573], [0.501, -2.791, 2.238], [2.175, -1.707, -0.005], [0.655, -2.588, -0.048], [-0.196, -0.397, 1.277], [-0.334, 0.366, -1.549], [-1.602, -0.242, -0.506], [-0.592, -1.367, -1.389], [1.779, 1.720, -1.150], [1.377, 3.519, 1.581], [-0.118, 2.989, 0.855], [0.880, 2.553, 3.629], [0.097, 1.154, 2.936], [-1.151, 3.352, 4.202], [-1.477, 3.625, 2.505], [-3.285, 2.354, 3.486], [-2.181, 1.164, 4.156], [-2.121, 1.474, 1.288], [-1.960, 0.141, 2.188], [4.629, -0.982, 0.471], [5.972, 0.759, 3.465], [6.247, 1.952, 2.199], [6.160, 0.237, 1.787], [3.540, -0.228, 3.679], [3.919, 1.384, 4.308], [2.490, 1.144, 3.291], [-1.496, -0.389, -5.542], [-2.404, -1.609, -5.689], [-2.551, -2.052, -4.237], [-2.482, -0.869, -3.451], [-2.017, 0.222, -4.247], [-1.538, 0.304, -6.379], [-0.458, -0.704, -5.420], [-3.374, -1.314, -6.096], [-1.988, -2.390, -6.325], [-1.739, -2.728, -3.946], [-3.502, -2.551, -4.033], [-2.854, 0.905, -4.439], [-1.253, 0.758, -3.684], [3.176, -1.458, 7.755], [3.720, -2.846, 8.089], [3.222, -3.658, 6.899], [3.192, -2.765, 5.790], [3.349, -1.418, 6.241], [3.702, -0.647, 8.256], [2.118, -1.395, 8.017], [4.812, -2.829, 8.107], [3.367, -3.239, 9.042], [2.212, -4.043, 7.083], [3.870, -4.501, 6.651], [4.346, -1.059, 5.965], [2.612, -0.794, 5.737], [-4.482, -1.460, 0.267], [-5.815, -1.282, 0.988], [-6.410, -0.103, 0.227], [-5.933, -0.205, -1.113], [-4.864, -1.161, -1.176], [-4.047, -2.452, 0.386], [-3.765, -0.724, 0.635], [-6.442, -2.170, 0.865], [-5.706, -1.078, 2.053], [-6.073, 0.845, 0.661], [-7.503, -0.109, 0.209], [-5.230, -2.063, -1.683], [-4.039, -0.750, -1.754], [-0.569, 4.082, -8.354], [-0.381, 3.297, -9.652], [0.349, 2.056, -9.152], [-0.121, 1.826, -7.827], [-0.851, 2.962, -7.360], [-1.373, 4.815, -8.397], [0.355, 4.600, -8.089], [-1.352, 3.025, -10.073], [0.182, 3.837, -10.412], [1.432, 2.220, -9.128], [0.149, 1.167, -9.752], [-1.919, 2.719, -7.333], [-0.525, 3.191, -6.345]]}

---

[2]
{"formula": "C27H61FN7NbO6PS", "method": "ωB97M-V with the def2-TZVPD basis set", "charge": -1, "homo_lumo_gap_ev": 6.388, "elements": ["C", "C", "O", "C", "C", "C", "C", "C", "Nb", "O", "C", "C", "N", "C", "C", "S", "C", "N", "N", "C", "O", "C", "O", "N", "C", "O", "F", "P", "N", "O", "H", "H", "H", "H", "H", "H", "H", "H", "H", "H", "H", "H", "H", "H", "H", "H", "H", "H", "H", "H", "H", "H", "H", "H", "H", "H", "H", "H", "H", "H", "H", "C", "C", "N", "C", "C", "C", "C", "H", "H", "H", "H", "H", "H", "H", "H", "H", "H", "H", "H", "H", "H", "H", "C", "C", "N", "C", "C", "C", "C", "H", "H", "H", "H", "H", "H", "H", "H", "H", "H", "H", "H", "H", "H", "H"], "positions_angstrom": [[8.482, 2.774, 1.582], [6.929, 2.767, 1.910], [6.579, 1.434, 2.321], [5.781, 1.501, 3.513], [5.416, 0.074, 4.013], [4.174, -0.520, 3.199], [2.876, -0.067, 3.974], [1.550, -0.669, 3.359], [0.331, 0.743, 2.078], [-0.851, 2.079, 0.976], [2.145, 1.882, 1.319], [2.658, 1.469, -0.118], [1.744, 1.862, -1.214], [-1.579, -0.166, 2.961], [-2.738, 0.857, 3.262], [-3.869, 1.105, 1.801], [-4.259, 2.867, 1.939], [-5.444, 3.469, 2.154], [-5.172, 4.788, 2.211], [-3.880, 5.040, 2.044], [-3.284, 3.815, 1.859], [0.346, 2.192, 3.893], [0.137, 3.358, 3.661], [0.583, 1.782, 5.313], [-0.588, 1.259, 5.957], [-0.558, 0.168, 6.414], [-1.760, 1.967, 6.088], [0.379, -0.954, 0.126], [1.783, -2.014, 0.266], [-0.958, -2.023, 0.187], [8.678, 2.469, 0.521], [8.827, 3.822, 1.753], [9.024, 2.111, 2.301], [6.780, 3.476, 2.759], [6.314, 3.005, 1.007], [4.878, 2.135, 3.280], [6.324, 2.040, 4.339], [6.272, -0.638, 4.055], [5.047, 0.190, 5.068], [4.306, -1.624, 3.170], [4.187, -0.027, 2.199], [2.884, 1.052, 4.009], [2.978, -0.424, 5.035], [1.828, -1.642, 2.875], [0.896, -0.947, 4.236], [-1.331, 1.532, 0.323], [3.036, 1.875, 1.992], [1.838, 2.965, 1.226], [3.608, 2.057, -0.289], [2.985, 0.390, -0.174], [0.765, 1.723, -0.972], [1.990, 1.298, -2.029], [-2.012, -1.007, 2.361], [-1.289, -0.610, 3.955], [-2.415, 1.860, 3.619], [-3.365, 0.419, 4.085], [-3.349, 6.007, 2.065], [0.812, 2.646, 5.838], [2.129, -2.263, -0.660], [1.562, -2.837, 0.825], [-0.806, -2.589, 0.967], [-6.580, -1.069, 0.624], [-5.510, -1.803, -0.175], [-5.429, -3.224, 0.128], [-4.227, -3.857, -0.400], [-4.057, -3.910, -1.920], [-6.658, -3.984, -0.026], [-7.342, -3.967, -1.397], [-6.450, -1.232, 1.696], [-6.505, 0.003, 0.437], [-7.589, -1.381, 0.343], [-4.551, -1.339, 0.072], [-5.679, -1.622, -1.246], [-4.153, -4.875, -0.001], [-3.361, -3.331, 0.016], [-4.717, -4.649, -2.376], [-3.033, -4.207, -2.163], [-4.234, -2.942, -2.391], [-7.379, -3.619, 0.713], [-6.479, -5.023, 0.266], [-7.407, -2.963, -1.820], [-8.364, -4.344, -1.300], [-6.833, -4.613, -2.112], [0.423, 1.860, -4.817], [1.466, 1.123, -5.646], [1.524, -0.304, -5.368], [2.702, -0.953, -5.925], [2.847, -0.986, -7.448], [0.276, -1.037, -5.515], [-0.429, -0.984, -6.873], [0.566, 1.673, -3.751], [0.511, 2.935, -4.983], [-0.594, 1.570, -5.089], [2.438, 1.565, -5.406], [1.284, 1.327, -6.712], [2.761, -1.977, -5.543], [3.586, -0.452, -5.514], [2.164, -1.703, -7.904], [3.860, -1.300, -7.714], [2.682, -0.007, -7.902], [-0.424, -0.670, -4.758], [0.439, -2.084, -5.241], [-0.480, 0.028, -7.279], [-1.456, -1.342, -6.766], [0.055, -1.629, -7.607]]}

---

[3]
{"formula": "C27H62FN6O7S", "method": "ωB97M-V with the def2-TZVPD basis set", "charge": 1, "homo_lumo_gap_ev": 5.034, "elements": ["C", "C", "C", "O", "C", "C", "N", "N", "C", "C", "C", "C", "F", "C", "S", "C", "O", "O", "H", "H", "H", "H", "H", "H", "H", "H", "H", "H", "H", "H", "H", "H", "H", "H", "H", "H", "C", "C", "C", "O", "C", "N", "H", "H", "H", "H", "H", "H", "H", "H", "H", "H", "H", "C", "C", "C", "O", "C", "N", "H", "H", "H", "H", "H", "H", "H", "H", "H", "H", "H", "C", "C", "C", "O", "C", "N", "H", "H", "H", "H", "H", "H", "H", "H", "H", "H", "H", "C", "C", "C", "O", "C", "N", "H", "H", "H", "H", "H", "H", "H", "H", "H", "H", "H"], "positions_angstrom": [[4.000, -1.832, -3.447], [2.575, -2.006, -4.197], [2.614, -1.458, -5.709], [1.361, -1.802, -6.435], [0.471, -0.779, -6.108], [0.472, 0.644, -6.728], [-0.340, 1.747, -6.510], [-1.283, 1.619, -5.583], [-1.430, 0.410, -4.869], [-2.588, 0.442, -3.739], [-2.148, 1.609, -2.688], [-0.564, 1.645, -2.469], [-2.698, 2.888, -3.042], [-0.662, -0.904, -5.010], [-0.943, -2.467, -4.068], [-2.722, -3.023, -4.037], [-0.351, -2.345, -2.668], [-0.182, -3.612, -4.717], [4.704, -2.697, -3.686], [3.805, -1.787, -2.314], [4.459, -0.835, -3.778], [2.246, -3.102, -4.135], [1.840, -1.338, -3.614], [2.780, -0.318, -5.671], [3.519, -1.873, -6.288], [1.296, 0.811, -7.512], [-1.902, 2.436, -5.402], [-2.636, -0.509, -3.123], [-3.578, 0.774, -4.191], [-2.607, 1.293, -1.678], [-0.135, 0.583, -2.467], [-0.077, 2.313, -3.254], [-0.315, 2.082, -1.435], [-3.382, -2.329, -4.650], [-2.842, -4.130, -4.288], [-3.050, -2.918, -2.933], [-2.674, -3.165, 2.659], [-2.022, -2.531, 1.434], [-3.024, -1.899, 0.451], [-3.746, -2.835, -0.342], [-4.835, -3.459, 0.322], [-1.182, -3.533, 0.768], [-3.115, -4.140, 2.449], [-1.929, -3.322, 3.444], [-3.455, -2.519, 3.069], [-1.372, -1.726, 1.796], [-2.454, -1.291, -0.262], [-3.713, -1.214, 0.960], [-5.335, -2.782, 1.020], [-4.493, -4.358, 0.839], [-5.557, -3.774, -0.434], [-0.660, -3.080, 0.020], [-1.803, -4.175, 0.276], [0.419, 0.248, 7.002], [-0.195, -0.134, 5.658], [-1.729, 0.033, 5.604], [-2.457, -0.975, 6.299], [-2.506, -0.799, 7.706], [0.207, -1.505, 5.323], [0.286, -0.522, 7.762], [1.496, 0.399, 6.894], [-0.011, 1.180, 7.381], [0.231, 0.540, 4.906], [-2.039, -0.050, 4.557], [-2.037, 1.031, 5.940], [-2.557, 0.256, 7.988], [-1.645, -1.280, 8.173], [-3.401, -1.302, 8.079], [-0.107, -1.718, 4.378], [-0.341, -2.135, 5.910], [7.164, 0.923, -9.817], [6.192, 1.557, -8.827], [6.088, 0.802, -7.485], [5.339, -0.410, -7.544], [6.047, -1.515, -8.085], [4.878, 1.694, -9.470], [6.748, 0.048, -10.317], [7.422, 1.638, -10.602], [8.092, 0.624, -9.322], [6.568, 2.561, -8.604], [5.550, 1.444, -6.780], [7.077, 0.622, -7.048], [7.106, -1.497, -7.815], [5.929, -1.541, -9.170], [5.603, -2.430, -7.688], [4.263, 2.219, -8.852], [4.457, 0.765, -9.502], [-2.500, 5.503, 10.830], [-2.257, 5.009, 9.407], [-2.724, 3.558, 9.163], [-1.875, 2.561, 9.723], [-2.046, 2.358, 11.116], [-0.835, 5.178, 9.080], [-1.765, 5.124, 11.541], [-2.436, 6.594, 10.865], [-3.495, 5.217, 11.182], [-2.839, 5.653, 8.738], [-2.711, 3.379, 8.083], [-3.760, 3.409, 9.490], [-3.088, 2.476, 11.426], [-1.401, 3.037, 11.677], [-1.727, 1.340, 11.351], [-0.695, 4.956, 8.096], [-0.321, 4.445, 9.570]]}

---

[4]
{"formula": "C27H62N3NbO3P3S", "method": "ωB97M-V with the def2-TZVPD basis set", "charge": -1, "homo_lumo_gap_ev": 5.648, "elements": ["C", "C", "C", "C", "C", "C", "C", "C", "C", "C", "C", "C", "C", "C", "C", "C", "Nb", "O", "C", "C", "C", "P", "O", "P", "S", "P", "N", "O", "H", "H", "H", "H", "H", "H", "H", "H", "H", "H", "H", "H", "H", "H", "H", "H", "H", "H", "H", "H", "H", "H", "H", "H", "H", "H", "H", "H", "H", "H", "H", "H", "H", "H", "H", "H", "H", "H", "H", "H", "H", "H", "H", "H", "H", "H", "H", "H", "C", "C", "C", "C", "N", "H", "H", "H", "H", "H", "H", "H", "C", "C", "C", "C", "N", "H", "H", "H", "H", "H", "H", "H"], "positions_angstrom": [[-4.807, 6.333, 9.082], [-4.097, 5.581, 7.793], [-4.522, 3.974, 7.683], [-3.669, 3.206, 6.505], [-3.938, 1.575, 6.471], [-3.046, 0.931, 5.221], [-1.783, 0.146, 5.925], [-0.842, -0.581, 4.756], [0.435, 0.375, 4.287], [1.341, -0.540, 3.243], [2.875, 0.008, 3.049], [3.199, 0.599, 1.553], [2.767, -0.457, 0.351], [3.986, -0.669, -0.744], [4.037, 0.589, -1.841], [4.282, 0.004, -3.353], [3.052, 0.997, -4.993], [1.963, 2.039, -6.428], [1.302, 1.245, -7.452], [-0.079, 0.460, -6.929], [-1.308, 0.589, -8.056], [0.948, 0.484, -3.547], [0.092, 1.813, -3.317], [3.402, 3.267, -3.777], [5.261, 3.852, -3.891], [2.815, -1.286, -6.086], [1.746, -2.388, -5.164], [4.421, -2.029, -5.947], [-3.963, 6.949, 9.612], [-5.629, 7.101, 8.737], [-5.300, 5.569, 9.845], [-2.940, 5.686, 7.930], [-4.498, 6.099, 6.822], [-5.674, 3.866, 7.444], [-4.288, 3.421, 8.714], [-2.522, 3.385, 6.710], [-3.926, 3.669, 5.449], [-5.091, 1.406, 6.309], [-3.609, 1.078, 7.493], [-3.746, 0.162, 4.652], [-2.708, 1.789, 4.491], [-1.161, 0.956, 6.502], [-2.209, -0.670, 6.657], [-0.445, -1.577, 5.248], [-1.516, -0.856, 3.838], [-0.066, 1.283, 3.695], [1.040, 0.723, 5.226], [1.411, -1.636, 3.711], [0.716, -0.600, 2.238], [3.042, 0.875, 3.828], [3.660, -0.843, 3.260], [4.323, 0.892, 1.407], [2.553, 1.575, 1.408], [1.761, -0.050, -0.145], [2.577, -1.498, 0.898], [4.991, -0.702, -0.103], [3.803, -1.715, -1.275], [4.935, 1.273, -1.477], [3.046, 1.193, -1.692], [5.427, 0.191, -3.618], [4.070, -1.146, -3.378], [4.617, 1.248, -5.939], [1.997, 0.559, -8.107], [0.868, 2.040, -8.236], [-0.455, 1.059, -5.998], [0.076, -0.685, -6.761], [-0.974, 1.148, -9.028], [-1.802, -0.462, -8.238], [-2.166, 1.263, -7.571], [1.343, -0.088, -2.285], [0.130, -0.499, -4.272], [2.606, 4.269, -4.487], [2.870, 3.239, -2.422], [2.217, -3.342, -5.163], [0.866, -2.567, -5.736], [4.988, -1.766, -6.737], [-2.679, 0.578, -1.497], [-3.216, -0.784, -1.069], [-2.420, -1.403, 0.081], [-0.975, -1.606, -0.346], [0.223, -1.774, -0.700], [-1.655, 0.508, -1.877], [-3.295, 0.995, -2.300], [-2.689, 1.284, -0.658], [-3.204, -1.457, -1.935], [-4.262, -0.673, -0.762], [-2.852, -2.370, 0.359], [-2.447, -0.753, 0.962], [1.234, -5.361, -2.530], [0.399, -5.844, -1.348], [-0.001, -7.317, -1.465], [-0.837, -7.524, -2.717], [-1.531, -7.696, -3.756], [0.677, -5.422, -3.470], [1.521, -4.314, -2.390], [2.150, -5.955, -2.632], [-0.499, -5.220, -1.270], [0.973, -5.701, -0.426], [-0.585, -7.618, -0.589], [0.889, -7.954, -1.515]]}